{
  "formula": "C36H22BiBrI2N7O2S",
  "method": "wB97M-V/def2-TZVPD",
  "symbols": ["Bi", "I", "C", "C", "C", "I", "C", "C", "C", "C", "N", "C", "C", "O", "H", "H", "H", "H", "N", "C", "C", "C", "C", "C", "C", "S", "N", "C", "C", "C", "C", "C", "C", "N", "H", "H", "H", "H", "H", "H", "H", "H", "H", "Br", "C", "C", "C", "C", "C", "C", "N", "N", "C", "C", "C", "C", "O", "C", "N", "C", "C", "C", "C", "H", "H", "H", "H", "H", "H", "H", "H", "H"],
  "xyz": [[0.6755, -2.0142, -1.2216], [1.8418, -7.1612, -0.7383], [3.2335, -5.5892, -0.7771], [4.6017, -5.8365, -0.7722], [5.4938, -4.7916, -0.7861], [7.5635, -5.2313, -0.8079], [5.0402, -3.4581, -0.8050], [5.8709, -2.3248, -0.7824], [5.3176, -1.0740, -0.8140], [3.9302, -0.9490, -0.9104], [3.1236, -1.9818, -0.9363], [3.6336, -3.2258, -0.8531], [2.7079, -4.3043, -0.8293], [1.4232, -4.1020, -0.8747], [4.9545, -6.8574, -0.7588], [6.9406, -2.4480, -0.7361], [5.9338, -0.1929, -0.7726], [3.4871, 0.0296, -0.9711], [-3.9429, -0.5666, -0.6972], [-4.1635, 0.8134, -0.8327], [-5.4546, 1.3131, -0.8329], [-5.6800, 2.6749, -0.9979], [-4.6175, 3.5421, -1.1576], [-3.3168, 3.0513, -1.1405], [-3.1022, 1.6990, -0.9789], [-1.4310, 1.0792, -0.9716], [-1.6135, -0.5775, -0.9864], [-2.7363, -1.1849, -0.8468], [-2.7054, -2.6600, -0.8328], [-3.8698, -3.4322, -0.8152], [-3.7717, -4.8142, -0.7801], [-2.5178, -5.4001, -0.7486], [-1.4101, -4.5643, -0.7774], [-1.5024, -3.2473, -0.8291], [-4.7744, -1.1269, -0.6111], [-6.2858, 0.6385, -0.6993], [-6.6900, 3.0551, -1.0091], [-4.7924, 4.5970, -1.2959], [-2.4684, 3.7105, -1.2499], [-4.8540, -2.9888, -0.8357], [-4.6637, -5.4201, -0.7692], [-2.3925, -6.4702, -0.7011], [-0.4079, -4.9608, -0.7552], [-3.2353, 6.7309, 0.0440], [-1.8048, 5.8927, 0.9703], [-2.0079, 4.6675, 1.5875], [-0.9573, 4.0458, 2.2313], [0.3020, 4.6580, 2.2797], [0.4723, 5.9170, 1.6861], [-0.5707, 6.5260, 1.0276], [1.3429, 4.1866, 3.0539], [1.6556, 3.0252, 3.2869], [1.3274, 1.8652, 2.6381], [1.1457, 0.7105, 3.4007], [0.9071, -0.5271, 2.8194], [0.8786, -0.6869, 1.4384], [0.6188, -1.8648, 0.8848], [1.1603, 0.4499, 0.6422], [1.2351, 0.2510, -0.6851], [1.5296, 1.2375, -1.4989], [1.8031, 2.5182, -1.0258], [1.7523, 2.7581, 0.3285], [1.3952, 1.7324, 1.2164], [-2.9843, 4.2090, 1.5557], [-1.1197, 3.1145, 2.7545], [1.4390, 6.3899, 1.7426], [-0.4396, 7.4944, 0.5744], [1.1378, 0.8087, 4.4770], [0.7412, -1.3965, 3.4341], [1.5827, 1.0021, -2.5512], [2.0655, 3.3019, -1.7130], [2.0179, 3.7351, 0.6983]],
  "forces_ev_per_a": [[0.04, -0.54, -0.01], [0.36, 0.12, -0.01], [-0.84, 0.14, -0.01], [0.51, 0.14, 0.02], [0.50, -0.48, 0.02], [-0.46, 0.05, 0.03], [-0.46, -0.06, -0.04], [-0.10, 0.27, 0.00], [0.12, -0.25, 0.00], [0.27, 0.18, 0.00], [-0.32, 0.33, 0.02], [0.70, -0.52, 0.04], [0.46, -0.80, 0.01], [-0.63, 0.93, -0.10], [0.04, -0.02, 0.01], [0.13, -0.05, 0.02], [0.07, 0.15, -0.03], [0.03, 0.06, 0.02], [-0.03, -0.49, 0.11], [-0.12, 0.69, -0.10], [0.14, -0.03, 0.01], [0.03, -0.05, 0.00], [0.02, 0.04, -0.02], [-0.14, -0.13, -0.03], [0.30, -0.53, -0.05], [-0.60, 1.07, 0.04], [-0.17, -0.74, -0.01], [0.20, 0.74, -0.02], [-0.70, -0.89, 0.03], [0.34, 0.32, -0.01], [0.31, -0.16, 0.04], [-0.27, 0.29, 0.01], [-0.09, -0.62, 0.03], [0.03, 0.45, 0.07], [0.18, 0.01, 0.02], [-0.17, -0.12, -0.02], [-0.08, -0.02, 0.02], [0.01, 0.06, 0.01], [0.05, 0.15, -0.05], [0.01, 0.03, -0.02], [-0.11, -0.05, 0.00], [0.04, -0.05, -0.01], [0.09, -0.14, -0.01], [0.17, -0.02, 0.15], [-0.03, 0.03, -0.01], [-0.17, 0.16, -0.20], [0.42, 0.04, 0.17], [-1.42, 0.23, -1.06], [0.10, -0.55, 0.20], [-0.26, 0.00, -0.21], [0.81, 0.63, 0.92], [1.15, 0.38, 1.22], [-0.71, -1.50, -1.01], [-0.06, 0.95, -0.31], [-0.15, -0.36, -0.70], [-0.03, 0.13, 0.83], [-0.01, -0.10, -0.46], [0.24, 0.53, 0.55], [0.10, 0.11, -0.26], [0.04, -0.03, 0.06], [0.04, 0.18, 0.31], [0.07, -0.02, -0.43], [-0.15, -0.49, 0.35], [-0.07, -0.06, 0.04], [-0.01, -0.11, -0.03], [0.12, 0.13, 0.12], [0.03, 0.11, -0.09], [0.12, 0.01, 0.05], [-0.04, -0.11, 0.10], [-0.05, 0.02, -0.20], [0.08, 0.13, -0.15], [-0.02, 0.07, 0.04]],
  "homo_energy_ev": -9.895,
  "relative_energy_ev": 0.261,
  "charge": 1,
  "homo_lumo_gap_ev": 6.662
}